1.
Below is a structure of composition C29H22F3IN4O2RhS in a non-equilibrium geometry, with properties calculated with wB97M-V/def2-TZVPD.

Properties
HOMO energy	-0.375	Eh
total charge	+1
orbital gap	5.838	eV
LUMO level	-4.369	eV

Geometry (Å):
C1 3.43105 0.08865 4.29564
C2 3.04258 0.12945 5.61870
C3 -2.20544 -1.03967 2.10595
C4 -2.91401 0.73442 -3.76124
C5 -3.52733 -1.25561 4.32128
F1 7.14086 1.52521 -4.30329
N1 0.17622 -0.52101 2.49544
H1 3.52209 -1.46976 -1.85256
C6 3.10794 0.63996 -1.77028
C7 -3.37308 -1.72598 0.10000
C8 -1.06173 -0.63322 2.86654
S1 -4.24029 -0.01865 -6.05204
C9 2.47418 -0.11949 3.30996
C10 5.75148 0.99034 -2.49029
F2 7.90654 0.09799 -2.86363
H2 -2.45948 -2.48829 -1.68927
C11 -3.40891 -1.33321 2.81767
H3 -5.40893 -2.03707 2.60992
H4 -4.90413 2.41554 -3.54092
C12 -2.73568 1.52876 -2.63209
H5 -3.43056 2.29545 -2.32658
F3 7.76881 2.19945 -2.34374
N2 -4.46401 -1.99161 0.76677
H6 3.77557 0.28653 6.39767
C13 -1.97495 -0.25661 -4.02681
H7 5.89452 -1.14934 -2.49093
H8 -1.30155 -0.41940 3.89280
C14 -4.10610 0.89595 -4.72071
H9 -0.26187 -0.36745 5.24960
C15 1.12259 -0.27809 3.57702
C16 0.76082 -0.23891 4.93244
C17 5.25233 -0.29440 -2.33233
H10 -4.55733 -1.48655 4.59889
C18 0.47884 0.34869 -1.38410
C19 -1.62707 1.34964 -1.83275
H11 -2.11102 -0.91480 -4.87250
H12 3.00231 2.78314 -1.67651
C20 -0.87806 -0.39558 -3.21037
C21 -3.37489 -1.98331 -1.37756
H13 4.47007 0.21882 4.02417
H14 -3.78965 0.65601 4.66324
H15 -3.43774 -1.04454 -1.93458
C22 1.70166 0.46760 -1.53707
H16 -4.23936 -2.59112 -1.63103
C23 3.63346 1.92838 -1.87812
Rh1 0.65975 -0.26156 0.52696
H17 -1.42967 1.91003 -0.93134
H18 -0.11023 -1.13980 -3.35669
H19 1.37076 -0.01602 6.95558
H20 5.36658 3.09585 -2.35559
N3 -0.71223 0.42592 -2.16019
C24 1.69954 -0.03731 5.92546
N4 -4.99091 1.83593 -4.35413
C25 -2.18322 -1.21604 0.72323
O1 -3.12844 -0.00642 4.88895
C26 -4.48045 -1.79147 2.10810
O2 -1.16751 -0.96171 -0.04088
C27 3.92706 -0.47301 -1.97569
H21 -2.89344 -2.00837 4.79386
H22 -5.77618 1.99869 -4.96407
C28 7.15864 1.20060 -2.99997
I1 3.11467 -0.18267 1.35627
C29 4.95455 2.10105 -2.25228

2.
Below is the ion C7H11N2S with charge +1 in a non-equilibrium geometry, with properties calculated with wB97M-V/def2-TZVPD.

Properties
HOMO energy (spin up / spin down)	-0.456 / -0.456	Eh
total charge	+1
orbital gap (spin up / spin down)	8.543 / 8.544	eV
LUMO level (spin up / spin down)	-3.873 / -3.872	eV

Geometry (Å):
C1 2.32933 -0.99780 -1.18744
N1 1.82964 -0.72707 0.06066
N2 0.38912 -0.00539 -1.38653
H1 -1.13086 -1.64309 1.43600
C2 0.70660 -0.11116 -0.05899
H2 3.15566 -1.64606 -1.31812
C3 -0.21979 0.29824 1.10910
H3 -1.53254 -0.07210 -2.10732
H4 1.56836 -0.71584 -3.14835
C4 -0.69423 -0.86784 1.96328
H5 -1.31248 -0.65545 2.87317
H6 0.19974 -1.40938 2.34050
H7 0.46718 0.92542 1.83948
C5 -0.81659 0.63089 -1.80684
S1 -1.58932 2.79316 0.58025
C6 -1.40046 0.98139 0.47920
C7 1.42755 -0.53655 -2.09208
H8 2.20894 -0.74123 0.98912
H9 -2.63980 2.66617 1.32477
H10 -0.65176 1.45840 -2.33656
H11 -2.29431 0.37527 0.44670